# C16H48B2F4N5O5

A cluster of 7 separate species, C16H48B2F4N5O5 in total (the ωB97M-V functional and the def2-TZVPD basis, OMol25).

Structure (XYZ):
```
80
C16H48B2F4N5O5, DFT the ωB97M-V functional and the def2-TZVPD basis
B 0.295 -0.121 0.534
H 0.814 -0.760 -0.232
H 1.113 0.334 1.161
H -0.258 0.679 -0.033
H -0.332 -0.747 1.222
C 3.486 -1.645 0.448
C 4.371 -0.839 1.343
O 5.514 -1.105 1.523
N 3.733 0.415 1.980
H 2.766 0.491 1.662
H 3.770 0.017 2.918
C 4.511 1.713 1.791
H 4.188 -2.252 -0.123
H 3.036 -1.003 -0.309
H 2.830 -2.254 1.068
H 4.497 2.049 0.757
H 5.551 1.642 2.110
H 4.181 2.484 2.487
C 0.836 -3.387 -2.963
C -0.089 -2.247 -2.721
O -0.193 -1.283 -3.432
N -0.933 -2.375 -1.460
H -0.823 -3.335 -1.146
H -0.640 -1.747 -0.703
C -2.427 -2.227 -1.769
H 1.644 -3.200 -3.668
H 0.192 -4.241 -3.181
H 1.483 -3.595 -2.106
H -2.855 -2.979 -2.429
H -2.583 -1.306 -2.331
H -2.982 -2.079 -0.843
C -1.099 5.188 1.569
C -1.045 3.941 2.375
O -0.999 3.993 3.585
N -1.041 2.606 1.664
H -1.533 2.786 0.791
H -0.165 2.243 1.287
C -1.943 1.620 2.384
H -1.701 5.123 0.660
H -0.113 5.506 1.223
H -1.559 5.960 2.183
H -1.679 1.292 3.387
H -2.212 0.769 1.760
H -2.929 2.072 2.499
C -2.399 -6.105 3.481
C -2.121 -4.730 3.995
O -2.223 -4.467 5.165
N -1.464 -3.761 3.013
H -1.538 -4.031 2.035
H -2.034 -2.915 2.905
C 0.019 -3.542 3.332
H -2.676 -6.663 4.371
H -1.514 -6.565 3.035
H -3.135 -6.018 2.679
H 0.193 -2.908 2.462
H 0.656 -4.415 3.447
H -0.062 -2.952 4.243
C -0.723 1.749 -4.952
C 0.648 2.286 -4.616
C 0.750 3.807 -4.786
O 1.844 4.238 -3.954
C 1.688 5.573 -3.431
N 0.802 1.979 -3.098
H 1.347 1.131 -2.966
H 1.356 2.747 -2.717
H -0.061 1.771 -2.605
H -1.572 1.902 -4.283
H -0.727 0.657 -4.969
H -1.082 2.053 -5.935
H 1.552 1.890 -5.076
H -0.207 4.189 -4.425
H 1.050 4.091 -5.794
H 0.887 5.742 -2.709
H 1.579 6.230 -4.295
H 2.603 5.886 -2.929
B -4.034 -1.350 2.471
F -4.972 -2.351 2.253
F -4.613 -0.185 2.765
F -3.300 -1.853 3.589
F -3.189 -1.310 1.378
```

Computed properties:
Energy   -47256.5452 eV
Lowest unoccupied orbital energy   -0.29698 Eh
Frontier orbital gap   9.40 eV
Charge   +3

# C16H48B2N4NbO8S

A structure of composition C16H48B2N4NbO8S (the ωB97M-V functional and the def2-TZVPD basis, OMol25).

Structure (XYZ):
```
80
C16H48B2N4NbO8S, DFT the ωB97M-V functional and the def2-TZVPD basis
C 0.422 -1.926 1.549
C -0.914 -2.118 0.580
N -1.206 -3.600 0.497
Nb -3.095 -4.136 1.388
S -2.578 -2.647 3.409
O -3.415 -5.522 -0.172
B -2.471 -6.653 0.047
O -1.198 -6.717 -0.755
O -2.698 -7.772 0.982
B -5.030 -4.705 2.454
O -4.937 -5.785 3.500
N -6.415 -4.142 2.208
C -7.054 -4.665 0.942
C -6.478 -2.637 2.328
H 1.259 -2.741 1.306
H 0.964 -0.881 1.378
H 0.189 -1.996 2.693
H -0.552 -1.786 -0.507
H -1.822 -1.448 0.891
H -0.442 -4.137 0.977
H -2.200 -5.464 2.305
H -3.938 -2.780 0.529
H -1.745 -3.369 4.323
H -0.542 -7.339 -0.279
H -2.056 -7.729 1.767
H -4.356 -5.428 4.234
H -7.989 -3.972 0.680
H -7.531 -5.723 1.226
H -6.324 -4.819 0.041
H -7.038 -2.367 3.347
H -7.088 -2.133 1.438
H -5.444 -2.093 2.379
C 2.065 3.578 -3.713
O 0.817 3.764 -3.056
C -0.284 3.944 -3.959
C -1.191 2.702 -3.976
N -0.538 1.569 -4.638
C -1.207 0.280 -4.418
C -1.363 -0.215 -2.965
O -0.134 -0.588 -2.336
C 0.620 0.501 -1.822
H 2.857 3.699 -2.969
H 2.142 2.571 -4.127
H 2.217 4.318 -4.502
H 0.046 4.220 -4.965
H -0.866 4.784 -3.564
H -2.119 2.941 -4.507
H -1.440 2.471 -2.939
H 0.419 1.489 -4.300
H -0.623 -0.467 -4.966
H -2.195 0.315 -4.893
H -1.961 -1.132 -3.003
H -1.927 0.479 -2.335
H -0.013 1.302 -1.433
H 1.295 0.876 -2.592
H 1.244 0.128 -1.005
C 4.226 5.956 2.918
O 5.348 5.106 2.715
C 5.283 3.883 3.463
C 5.003 2.686 2.538
N 3.629 2.713 2.026
C 3.389 1.792 0.908
C 4.235 1.971 -0.370
O 3.944 3.161 -1.107
C 4.567 4.335 -0.601
H 4.476 6.943 2.519
H 3.353 5.585 2.378
H 3.990 6.063 3.980
H 4.563 3.938 4.285
H 6.275 3.745 3.906
H 5.160 1.756 3.095
H 5.733 2.727 1.729
H 3.407 3.656 1.712
H 2.337 1.912 0.632
H 3.503 0.765 1.272
H 3.979 1.143 -1.041
H 5.310 1.880 -0.187
H 5.556 4.136 -0.183
H 3.918 4.806 0.138
H 4.677 5.043 -1.426
```

Computed properties:
Energy   -53446.0668 eV
Lowest unoccupied orbital energy   0.07609 Eh
Frontier orbital gap   6.00 eV
Charge   -1

# C16H48N18O11SSi2

A structure of composition C16H48N18O11SSi2 (the ωB97M-V functional and the def2-TZVPD basis, OMol25).

Structure (XYZ):
```
96
C16H48N18O11SSi2, DFT the ωB97M-V functional and the def2-TZVPD basis
Si 1.909 -2.953 5.627
O 0.188 -2.675 5.847
Si -0.410 -1.395 4.772
S -2.537 -1.697 4.287
C -0.147 0.384 5.526
O 0.061 1.430 4.510
C 1.164 1.064 3.591
C 2.691 0.854 4.203
C 3.918 0.399 3.208
C 3.593 0.187 1.585
C 2.098 0.392 0.933
C 0.879 0.825 1.960
H 2.703 -1.752 5.393
H 2.453 -3.599 6.847
H 2.197 -3.867 4.499
H 0.291 -1.584 3.488
H -2.503 -2.940 3.581
H 0.749 0.284 6.302
H -1.080 0.728 6.186
H 2.910 1.020 5.348
H 5.023 0.211 3.579
H 4.467 -0.153 0.850
H 1.854 0.220 -0.202
H -0.246 0.967 1.602
C -3.343 -3.676 0.712
O -2.755 -3.755 1.779
N -4.582 -4.167 0.527
N -2.806 -3.092 -0.374
H -5.083 -4.112 -0.344
H -5.023 -4.615 1.320
H -1.874 -2.710 -0.277
H -3.274 -3.018 -1.261
C 0.882 0.185 -3.222
O 1.074 -0.807 -2.538
N 1.670 0.518 -4.260
N -0.136 1.036 -2.999
H 1.528 1.331 -4.835
H 2.449 -0.096 -4.462
H -0.754 0.823 -2.227
H -0.311 1.858 -3.552
C 1.217 -4.748 -2.269
O 0.629 -5.083 -3.285
N 1.614 -3.483 -2.041
N 1.519 -5.614 -1.285
H 2.099 -3.188 -1.211
H 1.406 -2.800 -2.757
H 1.238 -6.577 -1.416
H 2.002 -5.358 -0.440
C 0.147 5.093 -3.679
O -0.257 4.036 -4.138
N -0.602 6.210 -3.657
N 1.377 5.235 -3.153
H -0.287 7.089 -3.283
H -1.535 6.147 -4.043
H 1.973 4.418 -3.150
H 1.727 6.097 -2.770
C -0.104 8.963 -5.952
O 0.033 9.104 -4.747
N -0.480 9.968 -6.764
N 0.109 7.791 -6.577
H -0.598 9.872 -7.759
H -0.651 10.868 -6.334
H 0.394 7.008 -6.002
H 0.002 7.655 -7.568
C -6.048 -0.660 7.379
O -6.679 -0.036 8.218
N -6.522 -0.902 6.144
N -4.822 -1.160 7.616
H -6.018 -1.414 5.440
H -7.442 -0.543 5.925
H -4.428 -1.000 8.533
H -4.287 -1.677 6.938
C 2.566 -6.971 5.004
O 3.170 -5.959 5.322
N 1.316 -7.235 5.425
N 3.096 -7.913 4.203
H 0.802 -8.062 5.174
H 0.880 -6.551 6.030
H 4.035 -7.754 3.864
H 2.614 -8.753 3.930
C 4.339 7.227 -3.667
O 3.412 6.738 -3.041
N 4.164 7.910 -4.812
N 5.620 7.126 -3.267
H 4.915 8.320 -5.342
H 3.215 8.009 -5.149
H 5.796 6.619 -2.410
H 6.397 7.522 -3.769
C -4.386 -3.940 -4.259
O -5.017 -3.316 -3.421
N -4.860 -4.183 -5.495
N -3.159 -4.441 -4.023
H -4.355 -4.695 -6.198
H -5.780 -3.823 -5.714
H -2.766 -4.280 -3.105
H -2.624 -4.957 -4.701
```

Computed properties:
Energy   -93308.3966 eV
Lowest unoccupied orbital energy   0.00912 Eh
Frontier orbital gap   8.28 eV
Charge   0

# C16H48N8O8

A structure of composition C16H48N8O8 (the ωB97M-V functional and the def2-TZVPD basis, OMol25).

Structure (XYZ):
```
80
C16H48N8O8, DFT the ωB97M-V functional and the def2-TZVPD basis
C 16.658 -4.135 17.322
C 18.155 -4.026 17.387
C 18.796 -3.647 16.018
O 18.467 -2.873 18.206
H 16.494 -4.933 16.598
H 16.194 -3.210 16.978
H 16.173 -4.482 18.235
H 18.545 -5.029 17.559
H 19.885 -3.669 16.013
H 18.481 -2.627 15.800
H 18.397 -4.269 15.216
H 17.636 -2.413 18.344
C 12.948 -7.178 20.024
C 11.813 -8.094 20.671
C 12.306 -9.541 20.892
O 11.331 -7.535 21.881
H 13.756 -6.918 20.707
H 12.495 -6.214 19.792
H 13.363 -7.435 19.050
H 10.908 -8.099 20.064
H 12.819 -10.031 20.065
H 11.444 -10.198 21.005
H 12.968 -9.673 21.748
H 12.068 -7.211 22.403
C 13.691 -6.036 23.701
C 13.323 -5.123 22.555
C 14.462 -4.573 21.575
O 12.266 -5.610 21.883
H 12.813 -6.551 24.090
H 14.232 -5.513 24.489
H 14.236 -6.875 23.269
H 12.946 -4.267 23.115
H 14.904 -3.811 22.218
H 14.024 -4.084 20.704
H 15.121 -5.297 21.097
H 12.020 -5.016 21.170
C 15.999 -9.804 17.570
C 17.267 -8.991 17.585
C 18.000 -9.015 18.926
O 18.241 -9.572 16.695
H 16.136 -10.877 17.436
H 15.403 -9.476 16.718
H 15.314 -9.648 18.403
H 17.164 -8.019 17.103
H 18.498 -9.970 19.092
H 17.301 -8.765 19.724
H 18.685 -8.184 19.093
H 17.875 -9.648 15.811
C 15.811 -6.416 18.978
O 16.573 -7.100 19.574
N 15.574 -6.490 17.741
N 15.006 -5.617 19.574
H 14.765 -5.954 17.460
H 15.819 -7.397 17.369
H 14.839 -5.689 20.567
H 14.297 -5.352 18.904
C 12.899 -4.661 18.216
O 13.878 -5.329 18.070
N 11.764 -4.756 17.654
N 12.973 -3.580 18.892
H 11.717 -5.454 16.925
H 11.134 -3.968 17.708
H 13.862 -3.273 19.259
H 12.098 -3.177 19.195
C 15.496 -2.633 19.393
O 14.495 -2.447 18.746
N 15.887 -3.774 19.916
N 16.260 -1.610 19.766
H 16.694 -3.785 20.523
H 15.456 -4.613 19.554
H 16.980 -1.909 20.408
H 15.618 -0.840 19.886
C 14.596 -6.729 15.482
O 14.457 -7.703 16.100
N 14.963 -6.677 14.237
N 14.434 -5.481 15.958
H 15.007 -7.537 13.709
H 15.078 -5.767 13.815
H 13.934 -5.227 16.798
H 14.589 -4.677 15.367
```

Computed properties:
Energy   -45647.7599 eV
ΔE to the lowest compared entry with this formula, charge and spin   2604.0 kJ/mol
Lowest unoccupied orbital energy   -0.00716 Eh
Frontier orbital gap   7.98 eV
Charge   0

# C16H48O16

A cluster of 8 separate species, C16H48O16 in total (the ωB97M-V functional and the def2-TZVPD basis, OMol25).

Structure (XYZ):
```
80
C16H48O16, DFT the ωB97M-V functional and the def2-TZVPD basis
O 3.792 3.156 -1.815
C 4.911 2.361 -2.181
C 5.043 2.156 -3.708
O 6.224 1.559 -4.122
H 3.950 3.533 -0.946
H 5.842 2.868 -1.929
H 4.886 1.448 -1.587
H 4.841 3.091 -4.230
H 4.226 1.494 -3.994
H 6.060 0.613 -4.104
O 5.360 -1.326 2.808
C 4.785 -2.547 2.815
C 5.691 -3.634 3.443
O 5.640 -3.465 4.819
H 5.482 -1.007 3.705
H 3.868 -2.423 3.391
H 4.603 -2.907 1.802
H 6.707 -3.466 3.087
H 5.310 -4.603 3.120
H 6.408 -3.868 5.228
O 1.139 -0.025 -0.909
C -0.080 -0.156 -0.175
C 0.378 -0.021 1.282
O 1.312 1.060 1.533
H 1.564 0.821 -0.755
H -0.769 0.643 -0.449
H -0.599 -1.108 -0.280
H 0.774 -0.983 1.606
H -0.446 0.065 1.990
H 2.167 0.636 1.434
O 4.217 2.012 9.147
C 3.325 2.021 8.050
C 3.398 0.578 7.351
O 4.754 0.136 7.182
H 3.622 1.977 9.899
H 2.301 2.335 8.250
H 3.805 2.663 7.311
H 2.805 0.599 6.437
H 3.012 -0.217 7.989
H 4.777 -0.747 6.807
O -5.690 1.091 -4.177
C -5.868 2.140 -3.305
C -6.347 1.651 -2.017
O -5.350 0.749 -1.372
H -5.389 0.378 -3.608
H -4.873 2.551 -3.133
H -6.527 2.922 -3.681
H -7.193 0.999 -2.238
H -6.638 2.329 -1.214
H -5.267 1.007 -0.451
O -6.762 -6.058 -4.113
C -6.741 -4.670 -3.644
C -5.726 -4.546 -2.460
O -4.388 -4.955 -2.673
H -5.855 -6.282 -4.331
H -6.424 -4.078 -4.502
H -7.709 -4.305 -3.299
H -6.128 -5.008 -1.559
H -5.735 -3.459 -2.370
H -3.929 -4.224 -3.094
O -1.560 -2.266 -5.007
C -1.841 -1.549 -6.219
C -0.849 -2.008 -7.317
O 0.502 -1.528 -7.081
H -0.657 -1.969 -4.873
H -2.883 -1.590 -6.539
H -1.750 -0.490 -5.978
H -1.284 -1.805 -8.295
H -0.862 -3.098 -7.285
H 0.475 -0.580 -6.930
O -0.626 3.829 4.604
C -1.962 3.995 4.022
C -1.955 4.973 2.830
O -1.252 4.556 1.702
H -0.068 3.451 3.920
H -2.334 3.039 3.655
H -2.586 4.300 4.862
H -1.601 5.910 3.260
H -3.005 5.145 2.592
H -0.448 4.134 2.012
```

Computed properties:
SMILES   OCCO.OCCO.OCCO.OCCO.OCCO.OCCO.OCCO.OCCO
Energy   -50123.3493 eV
ΔE to the lowest compared entry with this formula, charge and spin   377.8 kJ/mol
Lowest unoccupied orbital energy   0.00398 Eh
Frontier orbital gap   9.92 eV
Charge   0

Which of these has the highest charge?
C16H48B2F4N5O5

What did the fifth record say?
# C16H48O16

A cluster of 8 separate species, C16H48O16 in total (the ωB97M-V functional and the def2-TZVPD basis, OMol25).

Structure (XYZ):
```
80
C16H48O16, DFT the ωB97M-V functional and the def2-TZVPD basis
O 3.792 3.156 -1.815
C 4.911 2.361 -2.181
C 5.043 2.156 -3.708
O 6.224 1.559 -4.122
H 3.950 3.533 -0.946
H 5.842 2.868 -1.929
H 4.886 1.448 -1.587
H 4.841 3.091 -4.230
H 4.226 1.494 -3.994
H 6.060 0.613 -4.104
O 5.360 -1.326 2.808
C 4.785 -2.547 2.815
C 5.691 -3.634 3.443
O 5.640 -3.465 4.819
H 5.482 -1.007 3.705
H 3.868 -2.423 3.391
H 4.603 -2.907 1.802
H 6.707 -3.466 3.087
H 5.310 -4.603 3.120
H 6.408 -3.868 5.228
O 1.139 -0.025 -0.909
C -0.080 -0.156 -0.175
C 0.378 -0.021 1.282
O 1.312 1.060 1.533
H 1.564 0.821 -0.755
H -0.769 0.643 -0.449
H -0.599 -1.108 -0.280
H 0.774 -0.983 1.606
H -0.446 0.065 1.990
H 2.167 0.636 1.434
O 4.217 2.012 9.147
C 3.325 2.021 8.050
C 3.398 0.578 7.351
O 4.754 0.136 7.182
H 3.622 1.977 9.899
H 2.301 2.335 8.250
H 3.805 2.663 7.311
H 2.805 0.599 6.437
H 3.012 -0.217 7.989
H 4.777 -0.747 6.807
O -5.690 1.091 -4.177
C -5.868 2.140 -3.305
C -6.347 1.651 -2.017
O -5.350 0.749 -1.372
H -5.389 0.378 -3.608
H -4.873 2.551 -3.133
H -6.527 2.922 -3.681
H -7.193 0.999 -2.238
H -6.638 2.329 -1.214
H -5.267 1.007 -0.451
O -6.762 -6.058 -4.113
C -6.741 -4.670 -3.644
C -5.726 -4.546 -2.460
O -4.388 -4.955 -2.673
H -5.855 -6.282 -4.331
H -6.424 -4.078 -4.502
H -7.709 -4.305 -3.299
H -6.128 -5.008 -1.559
H -5.735 -3.459 -2.370
H -3.929 -4.224 -3.094
O -1.560 -2.266 -5.007
C -1.841 -1.549 -6.219
C -0.849 -2.008 -7.317
O 0.502 -1.528 -7.081
H -0.657 -1.969 -4.873
H -2.883 -1.590 -6.539
H -1.750 -0.490 -5.978
H -1.284 -1.805 -8.295
H -0.862 -3.098 -7.285
H 0.475 -0.580 -6.930
O -0.626 3.829 4.604
C -1.962 3.995 4.022
C -1.955 4.973 2.830
O -1.252 4.556 1.702
H -0.068 3.451 3.920
H -2.334 3.039 3.655
H -2.586 4.300 4.862
H -1.601 5.910 3.260
H -3.005 5.145 2.592
H -0.448 4.134 2.012
```

Computed properties:
SMILES   OCCO.OCCO.OCCO.OCCO.OCCO.OCCO.OCCO.OCCO
Energy   -50123.3493 eV
ΔE to the lowest compared entry with this formula, charge and spin   377.8 kJ/mol
Lowest unoccupied orbital energy   0.00398 Eh
Frontier orbital gap   9.92 eV
Charge   0

What is the lowest unoccupied orbital energy in the fifth record?
0.00398 Eh

Number 1 is which compound?
C16H48B2F4N5O5